Molecular formula: C33H32BrN3O2SSiTl
Method: DFT, ωB97M-V/def2-TZVPD

Its net charge is +1. For the HOMO-LUMO gap, the calculation gives 0.267 Eh. The value obtained for the energy above the lowest of the compared OMol25 structures with the same formula, charge and spin is 8.6 kcal per mole.

Cartesian coordinates (Å):
1 Tl 0.40187 -0.06601 0.21785
2 C 3.29330 0.09392 2.38060
3 C 3.05315 -1.19597 2.83882
4 C 3.12640 -2.26948 1.96053
5 C 3.42979 -2.05193 0.62259
6 C 3.66589 -0.76203 0.16124
7 C 3.60569 0.31249 1.04279
8 H 3.25772 0.92686 3.07281
9 H 2.82950 -1.36478 3.88511
10 H 2.95902 -3.27722 2.31966
11 H 3.49036 -2.88811 -0.06217
12 H 3.89885 -0.59604 -0.88269
13 H 3.80709 1.31172 0.68047
14 Br 0.43585 7.28400 1.84823
15 C 0.29180 5.40923 1.98908
16 C 1.40152 4.61826 1.73299
17 C 1.28633 3.24081 1.79945
18 C 0.06707 2.66635 2.13443
19 C -1.04062 3.46211 2.39735
20 C -0.92702 4.84036 2.32397
21 N -0.03915 1.24480 2.15664
22 C -0.56800 0.67744 3.16102
23 C -0.71420 -0.78352 3.23268
24 C -1.25592 -1.39209 4.35183
25 C -1.33470 -2.77964 4.37298
26 C -0.87099 -3.49185 3.28245
27 C -0.34484 -2.79689 2.19869
28 N -0.27116 -1.47599 2.18255
29 H 2.34269 5.07544 1.46136
30 H 2.13529 2.61254 1.57158
31 H -2.00470 3.01459 2.60375
32 H -1.78749 5.46819 2.50749
33 H -0.90091 1.26112 4.01829
34 H -1.60354 -0.79308 5.18283
35 H -1.75064 -3.29133 5.22994
36 H -0.91066 -4.57146 3.25740
37 H 0.02504 -3.30372 1.31417
38 C -2.84497 -5.57485 -2.82040
39 Si -1.53771 -4.26817 -3.13885
40 C 0.13806 -4.96894 -2.67987
41 C -1.54880 -3.73713 -4.93389
42 C -2.04656 -2.74253 -2.11443
43 C -3.39061 -2.37392 -2.18624
44 C -3.88960 -1.25676 -1.53349
45 C -3.01483 -0.51335 -0.77067
46 N -1.73078 -0.84428 -0.65909
47 C -1.24630 -1.90311 -1.33158
48 S 0.50585 -2.09800 -1.16789
49 H -2.60856 -6.47857 -3.38548
50 H -3.84467 -5.25811 -3.12111
51 H -2.88372 -5.84606 -1.76349
52 H 0.26215 -5.90377 -3.23329
53 H 0.22047 -5.20346 -1.61751
54 H 0.96340 -4.31235 -2.95194
55 H -1.31421 -4.57887 -5.58807
56 H -0.80915 -2.95517 -5.11594
57 H -2.52422 -3.34738 -5.23145
58 H -4.07426 -2.97077 -2.77990
59 H -4.92813 -0.97170 -1.61662
60 H -3.32337 0.37708 -0.23679
61 O 1.50960 1.58281 -0.78199
62 C 0.49904 2.37115 -0.96651
63 O -0.64761 2.01243 -0.63170
64 C 0.76845 3.71993 -1.51344
65 C 2.05119 4.07888 -1.91595
66 C 2.29629 5.37035 -2.35351
67 C 1.26621 6.30081 -2.37996
68 C -0.01472 5.94282 -1.97948
69 C -0.26659 4.65106 -1.54999
70 H 2.84457 3.34520 -1.88093
71 H 3.29069 5.65347 -2.67171
72 H 1.46230 7.31025 -2.71700
73 H -0.81386 6.67158 -1.99923
74 H -1.25470 4.35037 -1.22937

Löwdin population analysis, charges in e, atoms 1 to 4: number 1, Tl, carries 0.9348; number 2, C, carries -0.0993; number 3, C, carries -0.0926; number 4, C, carries -0.0946

=====

Molecular formula: CH5NO2Si
Method: DFT, ωB97M-V/def2-TZVPD

For the HOMO-LUMO gap, the calculation gives 0.339 Eh. The value obtained for the energy above the lowest of the compared OMol25 structures with the same formula, charge and spin is 39.7 kcal per mole.

Cartesian coordinates (Å):
1 C 0.43141 0.70187 -1.39721
2 N 2.34027 1.13822 0.88448
3 O 2.57827 1.34153 2.03965
4 O 3.11560 1.25924 -0.05792
5 Si 0.39122 0.12651 0.35929
6 H -0.22351 -0.02913 -1.97620
7 H 0.17422 1.77382 -1.68282
8 H 1.49967 0.63149 -1.57356
9 H 0.94630 -1.12591 0.65889
10 H -0.51590 0.60286 1.40905

natural (NBO) population analysis, charges in e, atoms 1 to 4: number 1, C, carries -1.1563; number 2, N, carries 0.3370; number 3, O, carries -0.3995; number 4, O, carries -0.4476

=====

Molecular formula: C7H10N2
Method: DFT, ωB97M-V/def2-TZVPD

For the HOMO-LUMO gap (alpha / beta), the calculation gives 0.299 / 0.299 Eh. The value obtained for the energy above the lowest of the compared OMol25 structures with the same formula, charge and spin is 83.6 kcal per mole.

Cartesian coordinates (Å):
1 C -0.74081 -1.17864 1.72424
2 C 0.01259 -1.68326 0.66920
3 C -1.02359 0.19353 1.68382
4 C 0.41951 -0.96700 -0.43130
5 C -0.68042 0.99664 0.64076
6 C 1.34629 -1.57991 -1.54528
7 C -0.86415 2.44632 0.30508
8 N 0.55397 1.24805 -1.35709
9 N 0.18600 0.37577 -0.48444
10 H -0.98333 -1.89717 2.51470
11 H -0.07239 -2.81638 0.43995
12 H -1.48012 0.57894 2.66358
13 H 1.27836 -0.98601 -2.37560
14 H 2.32443 -1.58697 -1.23511
15 H 1.16765 -2.65482 -1.63077
16 H -0.11534 3.10954 0.48986
17 H -0.78410 2.58517 -0.79336
18 H -1.76545 2.92969 0.73496
19 H 1.22089 0.88648 -2.01320

natural (NBO) population analysis, charges in e, atoms 1 to 4: number 1, C, carries -0.2619; number 2, C, carries -0.2140; number 3, C, carries -0.2336; number 4, C, carries 0.1128

=====

Molecular formula: C21H24N2O
Method: DFT, ωB97M-V/def2-TZVPD

Its net charge is +2. For the HOMO-LUMO gap, the calculation gives 0.170 Eh.

Cartesian coordinates (Å):
1 C 4.82106 -1.17501 3.05104
2 C 3.90661 -1.25655 1.72937
3 C 3.05477 -2.53313 1.45496
4 C 2.13953 -2.58664 0.19364
5 C 2.02699 -1.40077 -0.84553
6 C 1.01581 -1.62100 -2.05561
7 C -0.49815 -1.41939 -1.49575
8 C 1.33570 -0.80931 -3.39694
9 C 2.88403 -0.15152 -0.54202
10 O 2.82134 1.00083 -1.39661
11 C 2.39000 2.17957 -0.66847
12 N 0.95694 1.92354 -0.27209
13 C -0.01604 2.08296 -1.34656
14 C -1.54340 1.81219 -1.12882
15 C -1.96285 1.36289 0.29757
16 C -3.48307 1.01506 0.61481
17 C -4.13776 1.05478 2.02611
18 C -5.63476 0.62715 2.10865
19 N -6.38593 0.19369 0.93462
20 C -5.82466 0.16070 -0.39582
21 C -4.35211 0.56134 -0.62541
22 C -0.91447 1.24287 1.44080
23 C 0.56020 1.54375 1.08020
24 C 3.80818 -0.08591 0.72351
25 H 5.79307 -1.76519 2.97917
26 H 4.99910 -0.05203 3.26960
27 H 4.14150 -1.53297 3.91736
28 H 3.04554 -3.42286 2.16550
29 H 1.51351 -3.54018 0.06914
30 H 1.08274 -2.74388 -2.33458
31 H -0.40428 -1.10733 -0.40331
32 H -1.06664 -2.42519 -1.57122
33 H -1.03971 -0.67039 -2.16648
34 H 0.65391 -1.21197 -4.22658
35 H 1.00460 0.28614 -3.20878
36 H 2.42771 -0.83218 -3.72983
37 H 2.44313 3.04600 -1.43299
38 H 3.06300 2.45406 0.20966
39 H 0.28366 2.41419 -2.40560
40 H -2.26291 1.95107 -1.99918
41 H -3.52113 1.37285 2.94485
42 H -6.18058 0.60111 3.10634
43 H -7.37323 -0.10664 1.02239
44 H -6.41823 -0.19671 -1.31068
45 H -3.86787 0.52333 -1.66997
46 H -1.13242 0.92360 2.51203
47 H 1.41286 1.45856 1.83287
48 H 4.43470 0.85452 0.94463

natural (NBO) population analysis, charges in e, atoms 1 to 4: number 1, C, carries -0.6542; number 2, C, carries 0.0247; number 3, C, carries -0.2154; number 4, C, carries -0.1957

=====

no.,F_max (eV/A),electronic energy (Ha)
1,0.44,-5025.5208
2,4.01,-535.7031
3,4.33,-382.1189
4,4.90,-998.3832